Below is a 14-piece molecular cluster, C76H176B5F20N9O7 overall at a distorted geometry, with properties calculated with ωB97M-V with the def2-TZVPD basis set.

Geometry as XYZ:
```
293
Properties=species:S:1:pos:R:3:forces:R:3
H -6.91545 -43.27396 5.81178 1.935 -0.123 -0.373
C -5.88364 -33.19326 -5.14346 -0.447 2.291 0.517
H -5.34805 -43.61738 3.18396 -0.162 0.573 0.237
C -4.50783 -45.30206 -0.20391 -0.759 2.730 -0.110
C 1.10178 -31.57935 -5.26429 1.405 2.134 1.277
H 6.26826 -36.56253 -4.77422 0.474 -0.192 0.204
H -3.07725 -35.52579 -8.31014 -0.068 0.298 0.429
H 2.20492 -33.80538 4.26131 0.692 0.580 -0.202
C -5.42213 -42.53561 3.39990 0.808 0.293 -0.395
C -6.54823 -45.18819 -10.15785 -1.631 0.533 -0.573
C -8.68999 -35.94400 -2.09299 -0.681 0.242 -0.539
H 1.74095 -33.19689 6.57462 -0.377 0.413 -0.117
C -4.52229 -40.24721 -0.91114 -0.810 0.756 -0.636
H 13.05784 -29.92233 -9.00273 0.396 0.119 0.379
H -6.21510 -43.28853 -4.11697 0.337 0.749 0.406
H -2.24601 -37.72121 -3.27754 -0.620 -0.692 -0.932
H -5.39866 -43.38637 6.74509 0.029 0.149 0.014
H -3.00125 -27.21178 1.52098 -1.105 0.107 -0.589
H -0.85594 -37.28489 -2.33265 -0.393 0.012 -0.054
C 0.25220 -38.51492 7.76523 1.414 -0.566 -1.614
B -3.46887 -30.94485 -1.71135 0.693 -0.126 -0.535
H 0.88165 -27.74956 0.22679 0.043 -0.203 0.225
H 3.03470 -39.83828 -4.48430 -0.444 -0.116 -0.803
H -3.74208 -32.87947 -4.84800 -0.540 0.123 0.057
H 0.20902 -36.77533 3.35803 -0.096 0.100 0.016
H -2.60637 -27.78864 -2.99237 -0.472 1.223 0.556
C 0.51251 -36.26710 5.68488 0.682 -1.151 1.133
H -8.76044 -35.15119 -1.39407 0.117 0.615 0.900
H 1.57098 -39.42278 6.31709 -0.922 0.197 -0.493
H 1.14862 -38.50407 8.38495 -0.244 0.101 0.348
C 1.30917 -29.44261 -1.08473 1.789 1.298 1.005
H 4.75364 -39.05614 -5.61189 0.076 -0.176 0.062
H 2.61281 -35.59531 -6.45998 1.013 0.313 -0.028
C 5.17561 -38.48319 -4.77913 -0.398 0.166 -1.618
H -3.20927 -43.20666 -9.23541 0.450 -0.133 0.051
N -0.80860 -33.35255 -2.49130 -0.892 1.181 -0.499
H -3.05959 -40.55116 0.72218 0.026 0.030 -0.277
O 11.89139 -32.60355 -3.60401 0.171 0.970 -1.834
H -4.02732 -46.14544 0.19867 0.195 -1.243 0.587
H 1.23282 -32.59997 -5.51763 0.118 -1.188 0.158
H 1.95661 -36.57969 3.28970 -0.541 0.633 -0.018
C 5.55608 -37.13567 -5.34366 -1.431 1.286 -0.514
H 4.14876 -33.00680 6.08987 -0.264 -0.457 -0.089
H -1.28730 -35.02565 2.68834 -0.021 0.737 0.424
H -0.01548 -38.78512 5.55254 0.790 -0.177 0.365
C -2.90133 -26.72326 -2.73896 0.872 -2.229 0.230
N -4.87000 -41.58730 1.05664 0.692 -1.467 1.250
N -3.90530 -35.63970 -8.91392 0.196 -1.406 -1.054
H 10.99388 -30.81446 -6.28281 0.402 -0.116 0.132
C -6.21637 -43.92929 -4.97024 0.405 0.228 -0.900
H -3.31526 -41.92856 -0.44343 0.081 -0.181 0.707
H 0.27476 -35.80914 6.63143 -0.092 0.554 0.080
C -4.96149 -44.79813 -5.06703 -0.543 0.193 1.002
H 3.02832 -39.38455 -9.07553 -0.744 0.104 0.706
C -5.91056 -34.48741 -4.39943 -1.154 -0.498 0.214
H -2.30709 -43.06287 -7.66383 -0.203 -0.309 -0.347
F 2.12952 -35.52017 -4.00410 -0.033 0.366 -0.075
H -4.28010 -37.39066 -7.01487 1.388 -0.128 1.139
H -0.69898 -33.34164 2.52321 -0.387 1.151 -0.388
C -7.46777 -37.15791 -3.60400 -2.243 -0.319 0.704
H -10.03452 -37.44621 -1.41428 0.289 -0.371 -0.392
C -8.27862 -38.20254 -2.73711 0.846 2.006 1.217
H 4.05873 -40.23677 -3.08529 -0.830 0.941 -0.712
C 12.08515 -32.58580 -6.02639 1.328 0.421 -1.328
C -8.95703 -37.35463 -1.60081 0.394 0.411 -0.182
C -1.02642 -32.08793 -4.63842 -1.347 -0.343 0.802
H 13.12158 -32.94295 -6.24883 -0.509 0.917 0.661
C -0.16061 -34.27926 4.43747 -2.109 -0.670 -0.588
H 11.52907 -32.92511 -6.87716 -0.391 -0.070 -0.573
C 2.29200 -34.10780 6.39813 0.208 0.920 1.459
F -2.44657 -30.99356 -0.71936 -0.307 -0.127 -0.590
H -5.56864 -45.43925 -0.45384 0.259 -0.393 0.417
C 10.95757 -32.72209 -2.55133 0.858 -1.452 0.156
H -4.55377 -45.04856 -4.08736 0.459 0.474 -0.131
B -2.71196 -37.81750 2.29585 1.776 -0.038 0.140
C -4.04965 -34.50130 -9.89749 -0.515 -0.115 1.114
C -3.76756 -41.10353 0.10639 -0.981 0.284 -0.025
H -5.36835 -36.40846 -2.37725 0.989 -0.061 -0.886
H -1.47141 -25.43329 -5.62195 0.402 0.212 0.290
H 9.56930 -29.78536 -9.72225 1.032 -0.631 -0.245
H -4.19594 -33.49878 -6.39272 0.042 0.197 0.044
H -5.16416 -38.08805 -8.23829 -0.279 1.308 0.164
H -6.59344 -33.12738 -5.95573 -0.203 -0.644 -0.519
H -4.99702 -41.86288 -8.34587 -0.707 0.322 -0.820
C -3.41537 -25.28038 0.72430 -0.190 -0.678 -2.854
H -6.59733 -37.14912 -1.42743 0.459 -0.121 0.480
H -0.73299 -25.98516 -1.20159 -0.327 -0.011 0.597
H 11.61342 -34.27560 -4.71474 -0.063 0.800 -0.871
N -4.93730 -43.53026 -7.11168 -0.871 1.593 0.931
C -5.15492 -35.88476 -8.00725 1.549 -0.448 -1.356
H -4.27937 -40.71403 2.89588 -0.040 -0.761 -0.086
C -1.90801 -40.23015 -7.82896 0.388 0.078 0.838
C -6.02899 -35.12654 -0.71315 -1.297 -1.246 -1.471
B -5.42457 -40.08800 -4.54122 0.318 -0.080 -1.398
H -0.18276 -34.06033 -4.38204 0.670 -0.589 -0.116
C -6.22206 -43.98211 -9.27764 1.121 0.836 -1.559
H -6.24699 -43.13038 1.19214 0.408 -0.137 -0.986
C -5.11315 -42.28612 4.88195 0.833 -1.480 -0.749
F -3.46137 -32.29406 -2.38156 0.040 1.543 0.660
H -2.40829 -24.36208 -1.09057 -0.402 -0.454 0.127
H 2.15644 -37.32518 -7.99114 0.779 0.324 0.722
H -4.21115 -41.49322 -6.87845 0.159 -1.050 -0.244
H -1.43074 -40.62616 -6.89492 -0.406 0.213 -0.677
C 12.49875 -30.52880 -8.28350 -1.290 -0.357 -1.671
H -1.07863 -28.55467 -2.00158 0.001 0.483 -1.225
F -2.49787 -35.02094 -6.36519 0.968 -0.969 -0.517
H 4.51383 -39.88406 -8.76404 1.007 -0.403 0.720
H -3.94563 -26.63563 -2.95055 -0.742 0.081 -0.119
H -4.01495 -45.09905 -1.16344 -0.026 0.195 0.201
H -4.70656 -27.19893 -1.04125 -0.624 -0.403 -0.364
H -5.40028 -35.04728 1.28904 0.053 -0.495 0.665
F -6.52804 -40.22933 -3.73829 -0.325 -0.552 0.854
H 0.11141 -34.50542 -0.85942 -0.229 0.701 -0.365
C -2.14422 -41.35069 -8.87154 -0.759 1.264 -0.182
C -4.30341 -44.04913 0.80764 0.654 -1.595 -2.018
F -1.57713 -37.43875 1.48865 -0.289 0.299 -0.046
H -4.57921 -36.30425 0.30133 0.801 -0.151 0.293
C -0.58026 -34.61072 -1.70567 0.223 0.473 0.000
H -5.70464 -43.25557 -9.90985 0.327 0.023 0.052
C 2.94061 -37.46490 -7.19313 -0.598 -1.325 1.486
H -2.24141 -37.91755 -1.49137 -0.516 -0.222 0.412
H -7.31716 -44.96011 -10.94327 0.829 -0.002 0.653
N 0.92084 -35.29679 4.68132 -0.954 0.518 -0.948
H -5.00888 -34.63608 -3.82687 0.212 0.215 0.628
H 4.19716 -35.74465 -7.45584 -0.736 -0.180 0.837
H 10.31241 -33.04138 -4.93721 1.354 -0.047 0.195
H 13.86471 -30.63875 -6.63137 0.220 0.690 0.011
F -0.57204 -36.24421 -5.75647 -0.274 -0.312 -0.349
O 0.07136 -31.31939 -4.30308 2.124 -0.315 -0.782
H -5.98371 -37.49900 -6.80894 -0.480 0.402 0.260
H -5.68907 -45.64677 -10.65479 -0.005 0.217 0.283
C -5.34375 -42.93448 0.57151 0.265 -0.435 1.079
F 4.11462 -34.86203 -3.08524 0.434 -0.273 0.062
C -1.38654 -26.71934 -0.70521 0.394 -1.172 0.113
F 2.32455 -33.54027 -2.71518 -0.424 -0.091 -0.471
F -5.96115 -39.92280 -5.87847 0.473 0.316 0.153
H -4.40028 -44.90732 -8.61531 -0.814 -0.165 0.457
C -0.85889 -28.11518 -1.05681 1.418 -0.213 2.255
H -4.53774 -40.59877 -1.94439 0.449 -0.397 0.208
H -4.04947 -39.26697 -0.96495 -0.207 0.075 0.152
H -0.08253 -35.25660 -2.38601 0.472 -0.782 -0.486
H 2.61009 -39.24431 -2.84967 0.229 0.611 -0.392
H 4.55586 -35.27425 -5.01392 -0.272 -0.922 -0.629
H 11.09725 -33.72016 -2.09140 -0.706 0.192 -0.354
C -6.20226 -43.13346 -6.28395 0.151 0.913 -0.609
H 1.68927 -34.42455 2.05326 -1.317 -0.116 0.395
H 4.39688 -34.72789 6.51255 -0.747 0.764 0.176
H -1.31138 -28.86982 -0.42754 -0.166 -0.106 0.627
H -4.27866 -44.45363 1.81687 -0.225 0.257 -0.027
H 3.58934 -36.50522 -4.61974 1.285 -0.015 -0.813
H -4.13363 -24.61454 1.07829 -1.217 1.181 0.488
F -3.26535 -36.71981 2.88830 -0.102 1.019 0.649
H 2.41105 -29.45632 -0.97850 -0.341 0.385 -0.391
B -1.80789 -36.36288 -6.33697 -1.420 1.486 -0.503
C -6.26822 -36.21396 -1.86256 0.000 1.386 3.091
H -1.09967 -25.66192 -3.03972 -0.327 -0.131 -0.860
H -6.22890 -36.68420 0.76141 0.862 1.417 0.366
H -3.51264 -44.87137 -6.65039 0.868 -0.516 0.224
C 3.67632 -39.52610 -8.19409 -0.568 1.098 -0.720
H -3.25681 -43.77878 0.54903 -0.697 0.467 0.482
H -2.61084 -40.85531 -9.74852 0.007 -0.462 0.315
B 2.73220 -34.87568 -2.87495 -0.704 0.192 0.880
O 4.02082 -38.21450 -7.64917 0.154 -2.025 -0.798
H 0.19280 -33.31661 4.77804 -0.370 0.098 0.382
H -3.09880 -26.02527 -5.51018 0.642 0.222 1.021
H -3.64914 -36.53718 -9.39121 -0.369 0.932 0.297
H -8.46256 -37.55196 -0.62796 -0.273 0.194 -0.498
F -4.63260 -39.04222 -4.13936 -0.056 1.105 0.142
H -5.23694 -45.73497 -5.44297 -0.532 -1.560 -0.679
C -3.82246 -26.74745 0.89607 0.935 -0.608 1.271
H -0.40487 -39.30748 8.08664 -0.047 -0.412 -0.182
H -6.33964 -39.15903 -0.50366 -0.814 2.175 -0.239
F -4.55835 -41.19850 -4.59215 -0.247 -0.800 0.225
H -1.96795 -34.05467 -4.16036 1.630 0.899 0.197
N 11.95464 -31.05458 -5.97547 -0.728 -1.497 -0.154
H -6.40258 -42.19458 3.10466 -0.574 0.002 0.290
F -3.65896 -38.40946 1.51113 -1.081 -0.998 -1.098
H -6.73440 -40.78189 -0.99385 0.616 0.295 -0.185
C 3.53422 -36.18678 -6.66199 -0.597 1.553 -0.682
O -2.49896 -35.99004 -2.29775 0.139 -0.074 0.171
H 10.98881 -30.87673 -10.33621 -0.380 -1.228 -0.348
H -8.04159 -36.86654 -4.46125 -0.268 -0.067 -0.642
H -6.52057 -37.48075 -3.86986 1.813 -0.698 -0.630
C -1.96763 -37.32005 -2.34413 1.539 1.353 0.354
H -1.80001 -27.10989 -5.07612 0.149 0.660 -0.293
H -1.79157 -35.81112 -0.42100 0.378 -0.552 1.298
H -6.99519 -34.68324 -0.45284 0.006 0.015 -0.094
H 1.04025 -30.04482 -0.24389 -0.811 -1.219 -0.085
H -5.63378 -39.75798 1.63568 -0.138 0.263 0.225
F -1.74950 -36.75063 -7.76806 0.185 0.165 1.315
H -4.00629 -42.38035 4.95851 -0.521 0.070 0.221
H -1.24478 -39.40024 -8.17267 -0.430 -0.809 -0.089
C 2.20006 -34.57152 5.01006 -0.977 -1.993 -0.818
C -3.18277 -25.10184 -0.82523 -0.078 -0.797 0.385
H -5.45505 -34.31280 -1.15583 0.488 -0.059 0.384
C 12.87196 -30.26254 -6.87171 -0.012 -0.182 1.175
C -2.97313 -42.56430 -8.38344 0.540 0.270 0.361
H -7.33443 -33.79832 -2.90422 0.360 0.487 1.104
H 11.25181 -29.19841 -10.13710 -0.721 -0.116 -0.274
H -1.69710 -32.87307 -2.21748 0.376 -0.337 0.331
H 1.95613 -34.77072 7.18826 -0.264 -0.565 -0.380
C -1.88270 -35.19187 -1.27157 -1.795 -0.036 -1.213
N -7.36456 -35.93432 -2.77096 -0.511 1.123 -1.205
H 11.30988 -32.06021 -1.80802 -0.004 1.034 0.803
C -0.48889 -34.29365 2.92070 1.291 -1.298 0.803
H 3.91229 -33.50533 7.67527 -0.042 0.178 1.464
N -2.76067 -26.51624 -1.25455 -0.655 0.795 0.893
C -6.01452 -40.13515 -0.46261 1.086 -2.293 0.952
H -8.96832 -38.64053 -3.39075 -0.892 -1.144 -0.620
H -1.79830 -31.47801 -4.18222 -1.014 -0.391 -0.371
O 11.12675 -30.13233 -8.35304 -0.458 -0.844 -0.974
C 3.41057 -39.42100 -3.57548 1.762 -1.460 1.861
C 1.56953 -37.34563 5.92399 -0.140 -0.295 -1.058
H -1.14561 -32.19693 -5.73509 -0.200 0.029 0.539
H -6.96177 -40.96309 1.32225 0.738 -0.064 0.206
H -5.34391 -41.27569 5.15992 -0.376 0.410 0.315
F -2.74255 -37.14141 -5.66645 0.796 -0.508 -0.157
H -7.61772 -38.88088 -2.21783 -0.045 -0.511 -0.693
F -2.20153 -38.73147 3.23072 -0.176 -0.180 0.353
C 11.45296 -33.16988 -4.84168 -2.145 -1.656 2.595
H -2.60134 -24.78869 -3.29805 0.429 0.177 -0.375
H -7.04917 -43.33757 -6.93123 -0.104 0.006 0.163
F -4.67629 -30.63445 -1.16289 -0.445 -0.448 0.213
O -5.78695 -34.92480 -7.86747 -1.976 1.475 0.833
H -3.44546 -43.40172 -5.70367 1.023 1.235 0.796
C 0.73567 -34.98475 2.30216 1.047 1.117 0.569
H -0.38311 -36.79163 5.36998 -0.239 0.367 -0.451
N 4.31636 -36.23375 -5.36386 -1.331 -0.264 0.510
H -6.21257 -32.33170 -4.57092 -0.235 -0.033 0.948
C 0.70053 -28.10221 -0.78674 -1.763 1.733 -1.034
H -1.18786 -41.71037 -9.23444 0.141 -0.213 0.009
H -2.83511 -39.72115 -7.50575 0.251 -0.371 -0.155
H 12.60724 -31.58959 -8.66263 0.060 0.803 0.767
H -4.44260 -31.80017 -6.04521 -0.373 0.081 0.095
H 3.25051 -40.26013 -7.46632 0.456 0.753 -0.443
O 4.23255 -38.28567 -3.81184 -1.731 0.142 1.438
H 2.41385 -37.99152 -6.31172 0.476 0.528 -1.127
C -5.98039 -40.56712 1.01023 0.069 -0.007 -0.940
C -4.52713 -32.79810 -5.61563 1.745 -0.743 -0.961
H -5.56713 -44.34564 5.34964 0.373 -1.568 -0.879
C -4.28133 -42.27154 -7.67730 0.114 0.585 0.877
C 10.65295 -30.05064 -9.76179 0.759 2.419 1.918
H -7.12007 -44.50084 -4.86580 -0.329 -0.504 -0.202
H 0.90922 -31.03505 -6.16477 -0.510 0.369 -0.779
H -4.07440 -24.96308 -1.43614 -0.202 0.564 0.407
H -9.37076 -35.66262 -2.90690 -0.149 -0.334 0.231
H -4.45307 -34.87347 -10.83373 -0.075 0.022 0.060
H 0.30713 -35.33110 1.40998 0.257 -1.304 -1.400
C 3.73052 -33.83588 6.69355 2.144 -0.036 -1.352
F -3.16521 -29.90207 -2.65565 0.224 -1.028 0.247
H -1.08743 -34.69291 4.89816 0.822 0.942 0.423
H -3.05060 -34.13570 -10.01974 0.349 0.475 -0.324
H 9.94896 -32.50422 -2.87988 -0.279 -0.056 0.097
H -4.71720 -33.73874 -9.43102 0.652 -0.639 -0.480
H 0.97373 -27.22625 -1.42423 0.777 -0.895 0.132
C -2.10317 -25.74620 -3.50893 0.062 1.919 0.444
H 12.62085 -29.21234 -6.60573 0.852 -0.579 -0.291
H -2.49878 -25.05944 1.17738 1.202 0.354 0.972
C 0.80927 -38.60763 6.28059 0.148 -1.214 1.879
C -4.40371 -41.76778 2.55269 0.148 1.076 -0.636
H 1.05782 -29.71983 -2.07846 -0.419 -0.988 -0.603
H -1.40877 -26.57453 0.44281 0.171 -0.149 -2.222
H -0.08916 -32.64303 -2.40507 0.673 -0.026 0.443
H -5.96400 -45.19477 -7.63310 0.505 -0.766 -0.096
H -7.02819 -45.89185 -9.50292 -0.145 -0.848 0.062
C 0.99921 -36.02268 3.36337 0.995 -1.065 -0.904
H -2.63774 -34.41112 -1.07194 0.432 -0.110 0.177
H -3.42470 -28.40692 -0.52042 -0.530 0.074 -0.270
H -0.27331 -37.60866 7.85516 -0.732 1.247 0.470
H 6.03247 -38.98910 -4.42280 1.148 -0.650 0.491
H -8.08388 -34.46752 -4.21383 -0.395 -0.751 -0.367
C -4.06082 -44.15790 -6.06946 -0.472 -0.990 -1.254
H 5.78659 -37.20241 -6.40325 0.703 -0.210 0.164
F 2.30891 -35.58740 -1.73942 0.552 0.000 -0.238
C -2.10062 -26.03993 -4.98537 -0.753 -1.765 -1.038
C -5.34285 -44.49710 -8.18964 0.757 -0.042 0.765
H 12.01582 -30.86765 -4.97046 0.370 0.513 0.009
H 2.94088 -35.33545 4.82382 0.597 0.127 -0.180
C -0.98287 -33.48069 -3.98353 -2.143 -0.735 -0.373
H 2.32764 -37.05840 6.64660 -0.121 0.008 0.429
H -7.03820 -43.38988 -8.89642 -0.795 -0.407 0.079
C -3.79137 -27.38037 -0.52167 1.190 0.719 1.294
H 2.15064 -37.58769 5.01516 -0.375 0.311 0.215
H -4.74832 -26.83208 1.51793 0.577 -0.253 -1.056
C -5.75946 -43.38949 5.71620 -2.298 2.120 1.595
H 2.05104 -31.12603 -4.88035 -0.712 -0.727 -0.087
H -5.82679 -35.20147 -5.20306 -0.339 -0.973 -0.028
H -6.10983 -42.04329 -6.16404 -0.267 -0.566 0.205
H -5.54491 -42.82767 -0.48881 -0.342 -0.072 -0.084
C -7.23412 -34.62434 -3.56602 1.684 -0.780 -0.893
H -3.40346 -42.23407 2.59806 -0.510 0.136 -0.411
C -5.20224 -37.23393 -7.49580 -0.446 -2.235 -0.919
C -5.50532 -35.82431 0.54420 -1.066 -0.482 -1.300
```
Positions in Å, forces in eV/Å.

Summary:
Calculated total energy = -6142.24608 a.u.
E_LUMO = -0.201 Eh
2S+1 = 1
Net charge = +4
Energy relative to the best compared isomer or geometry (same formula, charge and spin) = 4.2 kcal per mole
Frontier orbital gap = 9.53 eV